71
Properties=species:S:1:pos:R:3:mulliken_charge:R:1 method="wB97M-V/def2-TZVPD" homo_energy_ha="-0.30576 / -0.31437" relative_energy_ev=0.000 max_force_ha_per_bohr=0.0106 gap_ev="7.619 / 7.913" total_charge=0 multiplicity=2
Ti 3.00 0.75 -1.77 0.302
O 5.12 3.94 3.00 -0.537
C 4.75 3.27 2.07 0.471
C 4.89 3.62 0.58 -0.055
O 5.36 4.64 0.12 -0.618
C 4.30 2.48 -0.10 1.170
C 3.80 1.54 0.77 0.970
O 3.18 0.51 0.27 -0.675
C 3.99 1.93 2.17 -0.182
O 3.62 1.39 3.17 -0.594
O 4.11 2.26 -1.39 -0.611
C 5.52 -1.32 -1.21 -0.754
O 4.52 -0.72 -2.06 -0.256
C 4.19 -1.28 -3.29 0.420
S 4.98 -2.55 -3.90 -0.256
S 2.84 -0.38 -3.93 -0.481
H 5.52 -0.71 -0.31 0.180
H 6.48 -1.28 -1.72 0.332
H 5.25 -2.34 -1.00 0.385
C 0.08 -0.28 0.58 -1.044
C -1.30 0.21 1.02 -1.449
As -2.79 -1.00 0.48 0.617
C -4.06 -0.46 1.86 0.150
C -4.95 -1.39 2.37 -0.561
C -5.91 -1.01 3.30 -0.584
C -6.00 0.31 3.71 -0.457
C -5.12 1.25 3.19 -0.626
C -4.16 0.87 2.27 -0.227
C -2.09 -2.60 1.35 -0.052
C -1.81 -3.71 0.55 -0.261
C -1.25 -4.85 1.11 -0.568
C -0.97 -4.90 2.46 -0.422
C -1.25 -3.80 3.26 -0.692
C -1.80 -2.66 2.71 -0.076
P 0.60 0.11 -1.12 0.646
C -0.72 -0.35 -2.24 0.476
C -1.77 0.51 -2.58 -0.112
C -2.80 0.06 -3.39 -0.703
C -2.80 -1.25 -3.86 -0.498
C -1.76 -2.10 -3.54 -0.672
C -0.71 -1.65 -2.74 -0.442
C 0.77 1.91 -1.26 0.053
C 0.94 2.76 -0.16 -0.666
C 1.36 4.06 -0.34 -0.812
C 1.63 4.54 -1.62 -0.554
C 1.46 3.73 -2.72 -0.853
C 1.03 2.41 -2.55 0.150
H 0.16 -1.37 0.67 0.676
H 0.88 0.11 1.21 0.464
H -1.51 1.21 0.63 0.753
H -1.33 0.27 2.11 0.900
H -4.89 -2.43 2.07 0.395
H -6.60 -1.75 3.70 0.382
H -6.75 0.61 4.43 0.369
H -5.19 2.29 3.50 0.391
H -3.48 1.62 1.87 0.277
H -2.03 -3.67 -0.51 0.377
H -1.04 -5.71 0.48 0.420
H -0.53 -5.79 2.90 0.387
H -1.03 -3.83 4.32 0.398
H -2.03 -1.81 3.35 0.364
H -1.78 1.52 -2.21 0.406
H -3.61 0.73 -3.65 0.436
H -3.61 -1.59 -4.49 0.410
H -1.74 -3.11 -3.91 0.476
H 0.11 -2.32 -2.51 0.460
H 0.77 2.39 0.85 0.404
H 1.49 4.71 0.52 0.474
H 1.99 5.56 -1.75 0.432
H 1.66 4.09 -3.72 0.461
H 0.82 1.79 -3.41 0.514

73
Properties=species:S:1:pos:R:3:mulliken_charge:R:1 method="wB97M-V/def2-TZVPD" homo_energy_ha="-0.22112 / -0.22114" relative_energy_ev=1.580 max_force_ha_per_bohr=0.0823 gap_ev="5.078 / 5.080" total_charge=0 multiplicity=2
Ce 0.37 -0.60 0.74 0.777
O 2.27 2.50 3.09 -0.764
C 2.39 1.44 2.44 -0.312
N 1.80 0.27 2.66 0.310
C 1.48 -0.13 3.99 0.607
C 2.24 0.37 5.07 -0.676
C 2.08 -0.22 6.37 -0.544
C 1.06 -1.16 6.60 -0.640
C 0.24 -1.52 5.58 -0.644
C 0.43 -1.10 4.23 0.293
N -0.43 -1.43 3.20 0.300
C -1.51 -2.28 3.30 0.302
O -2.08 -2.77 4.32 -0.813
C -2.23 -2.59 2.03 0.258
C -3.44 -3.30 2.02 -0.832
C -4.29 -3.26 0.91 -0.482
C -3.85 -2.53 -0.21 -1.128
C -2.60 -1.92 -0.21 -0.021
N -1.79 -1.93 0.86 0.174
C 3.12 1.49 1.14 0.575
C 3.99 2.55 0.77 -0.464
C 4.49 2.53 -0.52 -0.362
C 4.39 1.39 -1.27 -0.865
C 3.55 0.34 -0.84 -0.567
N 2.80 0.47 0.29 0.022
H 3.10 0.97 4.84 0.401
H 2.83 -0.04 7.20 0.263
H 1.00 -1.52 7.65 0.318
H -0.55 -2.27 5.67 0.421
H -3.56 -3.88 2.87 0.595
H -5.21 -3.76 0.86 0.489
H -4.52 -2.32 -0.99 0.493
H -2.17 -1.53 -1.11 0.534
H 4.15 3.50 1.40 0.352
H 4.73 3.44 -1.04 0.387
H 4.80 1.35 -2.26 0.453
H 3.21 -0.51 -1.36 0.873
C -2.54 3.03 1.05 -1.151
C -1.17 2.53 1.41 0.658
N -0.40 3.26 2.21 -0.207
O -0.81 1.45 0.93 -0.496
H -3.18 2.18 1.14 0.275
H -2.49 3.32 0.01 0.205
H -2.82 3.90 1.62 0.418
H -0.59 4.22 2.31 0.236
H 0.53 2.92 2.39 0.024
O -0.10 -0.72 -1.49 0.203
S 0.66 -0.59 -2.91 0.233
C -0.48 -1.46 -3.97 0.473
C -0.44 -2.80 -3.86 -0.313
C -1.56 -3.52 -4.34 -0.598
C -2.68 -2.86 -4.91 -0.518
C -2.62 -1.46 -5.15 -0.505
C -1.51 -0.75 -4.74 -0.554
C 0.45 1.10 -3.30 0.069
C 0.95 1.66 -4.52 -0.304
C 0.62 2.91 -4.96 -0.653
C -0.09 3.80 -4.10 -0.423
C -0.50 3.33 -2.85 -0.431
C -0.19 2.01 -2.45 0.347
H 0.32 -3.23 -3.22 0.465
H -1.52 -4.58 -4.21 0.444
H -3.56 -3.42 -5.24 0.420
H -3.48 -1.02 -5.71 0.357
H -1.35 0.33 -4.85 0.293
H 1.74 1.14 -5.08 0.363
H 1.08 3.37 -5.81 0.411
H -0.31 4.84 -4.33 0.392
H -1.09 3.96 -2.18 0.315
H -0.44 1.65 -1.49 0.178
S 3.65 -4.29 0.71 -0.504
C 2.32 -3.47 0.81 0.535
N 1.34 -2.78 0.77 -0.742

63
Properties=species:S:1:pos:R:3:mulliken_charge:R:1 method="wB97M-V/def2-TZVPD" homo_energy_ha="-0.14956 / -0.28016" max_force_ha_per_bohr=0.0876 gap_ev="4.177 / 4.998" total_charge=0 multiplicity=6
C -1.03 -1.55 2.59 -1.993
C -1.01 -1.91 1.19 0.352
C 0.26 -2.54 0.90 -0.250
H -1.83 -1.71 0.51 0.338
C 0.99 -2.65 2.12 -1.006
C 0.17 -2.12 3.17 -0.335
H 0.39 -2.18 4.23 1.053
H -1.80 -1.01 3.10 0.608
H 0.61 -2.88 -0.08 0.584
H 2.00 -3.05 2.26 0.402
Ru 0.49 -0.43 1.68 -0.053
Cl 2.29 0.76 1.04 -0.521
P 0.04 -0.44 -1.44 1.065
C 1.08 -1.51 -2.53 0.132
C 0.62 -2.09 -3.73 -0.043
H -0.42 -2.02 -4.03 0.195
C 1.51 -2.74 -4.60 -0.679
H 1.12 -3.19 -5.52 0.398
C 2.86 -2.82 -4.27 -0.449
H 3.54 -3.37 -4.92 0.372
C 3.34 -2.25 -3.08 -0.652
H 4.40 -2.32 -2.82 0.402
C 2.46 -1.60 -2.22 -0.182
H 2.84 -1.13 -1.31 0.335
C -1.58 -0.83 -2.26 -0.146
C -2.23 -2.04 -1.92 -0.077
H -1.80 -2.71 -1.18 0.548
C -3.42 -2.42 -2.54 -1.002
H -3.93 -3.33 -2.20 0.392
C -3.96 -1.62 -3.56 -0.412
H -4.91 -1.89 -4.01 0.386
C -3.29 -0.46 -3.96 -0.847
H -3.70 0.16 -4.77 0.415
C -2.12 -0.07 -3.32 0.157
H -1.62 0.83 -3.68 0.201
C 0.37 1.15 -2.31 0.193
C 1.01 1.23 -3.56 0.069
H 1.41 0.35 -4.07 0.194
C 1.11 2.46 -4.23 -0.851
H 1.61 2.50 -5.20 0.408
C 0.58 3.61 -3.65 -0.411
H 0.70 4.57 -4.14 0.379
C -0.07 3.55 -2.40 -0.893
H -0.47 4.45 -1.94 0.412
C -0.18 2.32 -1.74 -0.130
H -0.72 2.27 -0.79 0.206
C 0.59 1.43 7.37 -0.447
C 0.95 0.24 6.70 -0.785
C 0.86 0.16 5.31 -0.543
C 0.28 1.17 4.53 1.186
C 0.10 1.11 3.09 -0.656
C -0.32 2.23 2.40 0.713
C -0.65 3.42 3.08 -0.616
C -0.53 3.51 4.45 -0.938
C -0.08 2.40 5.21 0.916
C 0.11 2.50 6.62 -0.827
H 0.71 1.51 8.45 0.364
H 1.31 -0.63 7.27 0.381
H 1.26 -0.72 4.80 0.639
H -0.40 2.17 1.32 0.212
H -1.00 4.27 2.51 0.430
H -0.76 4.43 4.98 0.356
H -0.13 3.44 7.12 0.349

73
Properties=species:S:1:pos:R:3:mulliken_charge:R:1 method="wB97M-V/def2-TZVPD" homo_energy_ha=-0.33764 max_force_ha_per_bohr=0.0432 gap_ev=7.660 total_charge=0
O -2.48 -2.82 2.74 -0.659
S -2.61 -3.61 1.56 1.372
O -2.50 -5.03 1.77 -0.773
C -4.13 -3.33 0.70 0.431
C -4.53 -4.28 -0.19 -0.655
C -5.75 -4.12 -0.90 -0.951
C -6.54 -3.01 -0.71 -0.677
C -6.10 -2.01 0.20 0.509
N -6.74 -0.87 0.47 -0.652
S -5.85 -0.09 1.53 0.157
N -4.62 -1.11 1.73 -0.456
C -4.89 -2.14 0.93 0.709
C -1.18 -3.26 0.41 0.440
F -0.13 -3.75 1.07 -0.266
F -1.31 -3.95 -0.72 -0.264
C -0.85 -1.77 0.11 0.841
F 0.34 -1.74 -0.49 -0.334
F -0.74 -1.10 1.26 -0.306
C -1.90 -1.01 -0.78 0.710
F -2.75 -1.84 -1.37 -0.250
F -2.56 -0.12 -0.08 -0.232
F -1.24 -0.35 -1.74 -0.263
H -3.91 -5.16 -0.34 0.587
H -6.06 -4.87 -1.61 0.450
H -7.48 -2.87 -1.21 0.462
C 0.29 2.19 0.01 -0.130
C -0.02 3.51 0.32 -0.706
C 0.44 4.54 -0.49 -0.504
C 1.21 4.25 -1.61 -0.177
C 1.51 2.93 -1.92 -0.183
C 1.05 1.90 -1.11 -0.599
H -0.07 1.39 0.65 0.412
H -0.62 3.74 1.19 0.394
H 0.21 5.57 -0.25 0.387
H 1.56 5.05 -2.25 0.334
H 2.10 2.70 -2.80 0.365
H 1.29 0.87 -1.35 0.418
C 5.19 6.67 -5.47 -0.341
C 3.95 6.06 -5.59 -0.529
C 3.56 5.07 -4.69 -0.251
C 4.42 4.71 -3.66 -0.083
C 5.66 5.32 -3.54 -0.226
C 6.04 6.30 -4.44 -0.543
H 5.49 7.43 -6.18 0.363
H 3.28 6.35 -6.39 0.354
H 2.60 4.59 -4.79 0.386
H 4.12 3.94 -2.95 0.179
H 6.32 5.03 -2.73 0.301
H 7.01 6.77 -4.35 0.372
C 8.54 3.71 0.38 -0.370
C 7.33 3.44 -0.24 -0.409
C 6.14 3.72 0.41 -0.288
C 6.16 4.27 1.69 -0.502
C 7.37 4.53 2.31 -0.329
C 8.56 4.25 1.66 -0.402
H 9.47 3.49 -0.13 0.360
H 7.31 3.02 -1.24 0.421
H 5.19 3.51 -0.07 0.441
H 5.23 4.49 2.20 0.371
H 7.39 4.96 3.30 0.356
H 9.51 4.45 2.14 0.359
C -5.50 -7.40 2.61 -0.436
C -4.64 -6.76 3.49 -0.106
C -4.84 -6.90 4.86 -0.587
C -5.89 -7.68 5.34 -0.325
C -6.74 -8.32 4.45 -0.417
C -6.55 -8.18 3.08 -0.421
H -5.35 -7.29 1.54 0.368
H -3.83 -6.16 3.12 0.533
H -4.18 -6.40 5.56 0.378
H -6.04 -7.79 6.40 0.361
H -7.55 -8.93 4.82 0.356
H -7.21 -8.67 2.39 0.362